Density functional theory data (ωB97M-V/def2-TZVPD) for a structure of composition C24H48BBa2F4NO12 at a distorted geometry.

As for the charge: +2.

Positions of all 92 atoms, in Å:
Ba (0.81166, -2.80441, -0.72732)
Ba (1.70861, -1.77493, 3.79405)
B (-0.93526, -0.92962, -2.96641)
F (-0.01711, -0.43853, -1.96311)
F (-2.18081, -0.36400, -2.78264)
F (-0.41463, -0.58762, -4.20298)
F (-0.87285, -2.30751, -2.71563)
C (-0.87079, 1.12648, 0.93686)
C (0.12722, 0.23490, 1.64518)
O (0.56584, -0.79379, 1.03723)
O (0.35356, 0.48990, 2.85223)
H (-1.50754, 0.56906, 0.24974)
H (-0.39102, 1.77342, 0.18925)
H (-1.40040, 1.77620, 1.62454)
C (-0.73701, 3.91751, -1.94270)
C (0.34343, 4.79234, -1.96442)
C (1.41785, 4.55971, -2.80305)
C (1.44338, 3.41395, -3.58058)
C (0.37054, 2.53456, -3.58178)
C (-0.70605, 2.79515, -2.73834)
N (2.62558, 3.09151, -4.37977)
O (2.58377, 2.06963, -5.03971)
O (3.59516, 3.80974, -4.30493)
H (-1.50929, 4.05352, -1.19549)
H (0.37879, 5.58135, -1.22358)
H (2.26435, 5.23402, -2.78995)
H (0.34124, 1.60270, -4.12750)
H (-1.46903, 2.02774, -2.68069)
C (0.75189, 0.49715, 6.26683)
O (1.95901, -0.27402, 6.11249)
C (3.19456, 0.43874, 6.10078)
C (3.43314, 1.33501, 4.87038)
O (3.30652, 0.50662, 3.71827)
C (3.56999, 1.11399, 2.47542)
H (0.46768, 0.73240, 5.23682)
H (0.88375, 1.39266, 6.87239)
H (-0.04289, -0.07537, 6.74366)
H (3.99138, -0.29190, 6.23885)
H (3.26518, 1.08111, 6.98452)
H (4.49067, 1.59004, 4.98923)
H (2.80973, 2.22722, 4.86908)
H (2.91413, 1.97721, 2.30838)
H (3.33326, 0.45886, 1.63342)
H (4.59653, 1.46623, 2.34782)
C (0.08506, -6.27110, -1.49210)
O (-0.39851, -5.18259, -0.68385)
C (-1.52267, -5.53009, 0.10804)
C (-1.69389, -4.44080, 1.18347)
O (-1.39193, -3.09607, 0.75605)
C (-2.26799, -2.12832, 1.32102)
H (-0.07259, -7.23199, -1.00530)
H (1.10184, -6.08520, -1.83175)
H (-0.50919, -6.31550, -2.41172)
H (-1.44349, -6.52758, 0.54683)
H (-2.40923, -5.58558, -0.53528)
H (-0.96359, -4.72869, 1.95013)
H (-2.71073, -4.50310, 1.56301)
H (-3.30990, -2.46968, 1.38670)
H (-2.38353, -1.34631, 0.57169)
H (-1.98852, -1.80839, 2.32475)
C (-4.34820, 4.95963, -1.32213)
O (-5.05889, 4.26965, -0.30670)
C (-4.29953, 3.26425, 0.33998)
C (-5.01650, 2.97540, 1.65928)
O (-4.25512, 2.14860, 2.53632)
C (-4.06380, 0.84662, 2.03473)
H (-5.06378, 5.71417, -1.64281)
H (-4.13172, 4.25974, -2.13331)
H (-3.43641, 5.48250, -1.01994)
H (-3.28209, 3.63699, 0.51549)
H (-4.24226, 2.39480, -0.33136)
H (-6.00288, 2.54896, 1.47968)
H (-5.03371, 3.95252, 2.13584)
H (-4.95982, 0.27349, 2.32495)
H (-3.32266, 0.31823, 2.64821)
H (-3.79090, 0.73715, 0.98859)
C (1.20438, -3.92300, -4.12613)
O (1.96366, -3.24311, -3.12789)
C (3.13053, -2.52490, -3.56542)
C (3.90946, -2.05235, -2.30195)
O (3.10112, -1.54052, -1.28086)
C (2.90861, -0.10698, -1.33673)
H (0.60443, -4.73914, -3.74188)
H (1.80628, -4.23957, -4.98505)
H (0.54989, -3.20728, -4.63566)
H (2.86689, -1.65015, -4.16401)
H (3.77448, -3.23088, -4.08820)
H (4.74978, -1.41910, -2.59837)
H (4.43062, -2.98665, -2.05282)
H (2.83495, 0.21848, -2.37383)
H (3.60714, 0.45236, -0.71954)
H (1.90119, 0.03218, -0.94698)



Density functional theory data (ωB97M-V/def2-TZVPD) for a cluster of 7 separate species, C24H48Br4O10S5 in total at a distorted geometry.

Its SMILES is O=S1(=O)CCCC1.O=S1(=O)CCCC1.O=S1(=O)CCCC1.O=S1(=O)CCCC1.O=S1(=O)CCCC1.BrCCBr.BrCCBr. As for the charge: 0.

Positions of all 91 atoms, in Å:
O (-9.35853, -12.07664, -31.03106)
S (-9.09660, -11.42462, -29.78939)
O (-9.14204, -12.01996, -28.48553)
C (-7.46117, -10.67644, -29.86377)
C (-7.72137, -9.13892, -30.01689)
C (-8.92922, -8.70094, -29.21500)
C (-9.99796, -9.75730, -29.70348)
H (-6.70971, -11.25849, -30.39730)
H (-7.13753, -10.93197, -28.85478)
H (-6.81719, -8.57680, -29.78330)
H (-7.93595, -8.91163, -31.06111)
H (-9.20885, -7.64749, -29.20322)
H (-8.68832, -8.87071, -28.16560)
H (-10.35900, -9.50393, -30.70025)
H (-10.95399, -9.78237, -29.18052)
O (-2.31116, -8.85027, -21.73142)
S (-1.63012, -8.72348, -23.01875)
O (-0.46512, -9.53421, -23.23232)
C (-2.82458, -9.11316, -24.40173)
C (-2.88715, -7.85063, -25.30257)
C (-2.56844, -6.63176, -24.42725)
C (-1.32134, -6.87555, -23.57233)
H (-3.78248, -9.42453, -23.98509)
H (-2.35951, -9.93224, -24.95030)
H (-2.27953, -7.75888, -26.20284)
H (-3.89677, -7.76492, -25.70436)
H (-3.35543, -6.63612, -23.67311)
H (-2.67217, -5.60207, -24.76944)
H (-1.13028, -6.35888, -22.63177)
H (-0.38743, -6.91020, -24.13333)
O (-4.78976, 1.39821, -22.29542)
S (-4.26111, 2.42637, -21.38017)
O (-2.84114, 2.77959, -21.33802)
C (-5.17503, 4.00594, -21.80234)
C (-6.17552, 4.24469, -20.76265)
C (-5.62557, 3.74299, -19.40893)
C (-5.05304, 2.25675, -19.78928)
H (-5.74131, 3.97381, -22.73313)
H (-4.37991, 4.74740, -21.88067)
H (-6.44355, 5.29797, -20.84556)
H (-7.07093, 3.63524, -20.88477)
H (-6.42326, 3.81791, -18.66989)
H (-4.86331, 4.44035, -19.06146)
H (-5.83691, 1.53246, -20.01074)
H (-4.28640, 1.83151, -19.14156)
O (-7.13615, -4.89884, -19.01663)
S (-8.29741, -4.03765, -19.25692)
O (-8.17081, -2.54926, -19.18785)
C (-9.19916, -4.60355, -20.76238)
C (-10.36107, -5.54968, -20.27291)
C (-10.84187, -4.93454, -18.97089)
C (-9.65508, -4.50317, -18.13395)
H (-8.42192, -4.95588, -21.44052)
H (-9.63303, -3.71097, -21.21313)
H (-11.07726, -5.77017, -21.06446)
H (-9.99729, -6.56960, -20.14826)
H (-11.45150, -5.70073, -18.49189)
H (-11.46916, -4.04393, -19.00863)
H (-9.37782, -5.23357, -17.37387)
H (-9.98959, -3.67061, -17.51504)
O (-12.83060, -2.46205, -27.16712)
S (-14.18894, -2.81363, -27.39514)
O (-15.17681, -1.83750, -27.76629)
C (-14.24148, -4.11789, -28.64307)
C (-14.53991, -5.46811, -27.93769)
C (-14.28967, -5.42220, -26.46404)
C (-14.81690, -3.98979, -26.02841)
H (-13.27999, -4.14516, -29.15577)
H (-15.08894, -4.05669, -29.32585)
H (-15.47559, -5.86770, -28.32878)
H (-13.87138, -6.13400, -28.48338)
H (-13.20395, -5.39460, -26.37164)
H (-14.64446, -6.27349, -25.88307)
H (-14.73140, -3.63475, -25.00142)
H (-15.90082, -3.91977, -26.11968)
Br (-9.24698, -2.04444, -31.74675)
C (-9.34171, -1.86709, -33.73103)
C (-7.99533, -1.26335, -34.25399)
Br (-8.22909, -0.60656, -36.04022)
H (-10.21461, -1.24813, -33.93851)
H (-9.66236, -2.79910, -34.19648)
H (-7.32660, -2.09624, -34.47122)
H (-7.63965, -0.43900, -33.63590)
Br (-5.22890, -2.29867, -27.29965)
C (-6.35901, -1.87930, -25.77096)
C (-7.74464, -2.61888, -26.00965)
Br (-7.49572, -4.53306, -26.20745)
H (-6.51032, -0.81026, -25.62148)
H (-5.83419, -2.12763, -24.84846)
H (-8.21503, -2.39570, -26.96726)
H (-8.46644, -2.39141, -25.22521)



Number 1: gap between HOMO and LUMO 5.91 eV. Number 2: gap between HOMO and LUMO 9.85 eV.